No. 1
C4H7NO | wB97M-V/def2-TZVPD

The geometry in XYZ format:
```
13
C4H7NO | OMol25 | wB97M-V/def2-TZVPD
C -0.1905 -0.1407 0.9374
C -0.6179 1.1968 0.3111
O 0.1589 1.5284 -0.8452
C 0.7940 0.4989 -1.4433
N 0.6433 -0.7455 -1.2095
C -0.1998 -1.1458 -0.1934
H 0.8198 -0.0098 1.3447
H -0.8741 -0.3950 1.7484
H -1.6719 1.1885 0.0150
H -0.4601 2.0213 1.0130
H 1.4829 0.8643 -2.2039
H 0.4768 -2.5637 0.5250
H -0.3613 -2.2976 0.0007
```

Values from the calculation:
- 2S+1: 1
- Energy relative to the best compared isomer or geometry (same formula, charge and spin): 118.0 kcal/mol
- Kohn-Sham gap: 8.07 eV
- HOMO: -7.896 eV


No. 2
C25H27N3O5 | wB97M-V/def2-TZVPD

The geometry in XYZ format:
```
60
C25H27N3O5 | OMol25 | wB97M-V/def2-TZVPD
C -2.3815 -4.1752 -1.9534
H -1.7005 -5.0319 -1.9128
O -1.7200 -2.9691 -1.6670
C -1.1773 -2.7881 -0.4224
C -1.1905 -3.7772 0.5518
C -0.6523 -3.5545 1.8065
C -0.0909 -2.3316 2.1014
C -0.0507 -1.3294 1.1431
C -0.5830 -1.5413 -0.1334
O -0.5111 -0.4697 -0.9723
C -0.6895 -0.6019 -2.3684
H -0.5567 0.4051 -2.7640
H -1.6877 -0.9549 -2.6238
H 0.0584 -1.2736 -2.7972
C 0.6232 -0.0144 1.5008
C 1.9532 0.0904 0.8504
C 2.3052 0.9829 -0.1132
C 3.6710 0.7282 -0.4377
C 4.5796 1.2952 -1.3301
C 5.8574 0.7849 -1.3808
C 6.2496 -0.2783 -0.5635
C 5.3723 -0.8596 0.3276
C 4.0823 -0.3508 0.3858
N 3.0193 -0.7139 1.1661
H 2.9982 -1.4752 1.8224
H 5.6757 -1.6818 0.9591
H 7.2610 -0.6504 -0.6334
H 6.5769 1.2098 -2.0654
H 4.2815 2.1148 -1.9666
C 1.3451 1.9598 -0.6828
H 1.8377 2.9120 -0.8908
H 0.9599 1.5861 -1.6345
C 0.1573 2.2198 0.2527
N -0.1963 1.1514 1.1836
C -1.3065 1.3006 1.9283
O -1.6699 0.5172 2.7843
C -2.0753 2.5773 1.5990
N -2.1882 2.7305 0.1694
C -1.0926 2.5420 -0.5898
O -1.0806 2.6363 -1.7995
C -3.4957 2.9064 -0.4278
C -4.3993 1.6855 -0.2432
H -4.5538 1.4873 0.8214
H -5.3737 1.8990 -0.6855
C -3.8076 0.4331 -0.8957
O -4.5964 -0.7122 -0.6752
H -4.5884 -0.9128 0.2676
H -3.7647 0.5619 -1.9794
H -2.7891 0.2738 -0.5221
H -3.9691 3.7899 0.0131
H -3.3230 3.0861 -1.4912
H -3.0630 2.5286 2.0551
H -1.5381 3.4321 2.0368
H 0.3821 3.1163 0.8560
H 0.7448 -0.0173 2.5965
H 0.3094 -2.1409 3.0854
H -0.6849 -4.3365 2.5489
H -1.6378 -4.7343 0.3395
H -2.7555 -4.0623 -2.9699
H -3.2254 -4.3417 -1.2770
```

Values from the calculation:
- SMILES string: COc1cccc([C@H]2c3[nH]c4ccccc4c3C[C@H]3C(=O)N(CCCO)CC(=O)N23)c1OC
- 2S+1: 1
- Energy relative to the best compared isomer or geometry (same formula, charge and spin): 31.9 kcal/mol
- Kohn-Sham gap: 8.47 eV
- HOMO: -7.791 eV


No. 3
C34H68F12O26S6 | wB97M-V/def2-TZVPD

The geometry in XYZ format:
```
146
C34H68F12O26S6 | OMol25 | wB97M-V/def2-TZVPD
O -0.4491 0.5441 5.5186
S 0.7604 1.2643 5.4386
O 0.7949 2.7011 5.6699
O 1.8588 0.5322 6.2863
C 1.5644 0.2362 7.6953
C 2.8752 0.1338 8.3960
C 1.5740 0.9626 3.8819
H 0.9206 -0.6637 7.6531
H 0.9894 1.0123 8.1042
H 2.5536 -0.1072 9.4079
H 3.5820 0.9430 8.3190
H 3.3391 -0.7431 8.1106
H 2.5829 1.3778 3.8859
H 1.0017 1.6008 3.2720
H 1.5485 -0.1147 3.6588
O 4.2597 -1.3412 1.1889
S 4.5093 -1.9694 2.4590
O 3.9567 -1.3862 3.6291
O 4.2017 -3.4811 2.4052
C 2.8227 -3.8313 2.5365
C 2.4938 -4.4526 3.8379
C 6.2023 -2.0107 2.7782
H 2.7021 -4.5263 1.6816
H 2.1897 -2.9928 2.2501
H 2.1187 -3.7601 4.5558
H 3.3686 -4.8886 4.3261
H 1.7317 -5.2442 3.5438
H 6.2564 -2.4992 3.7776
H 6.5919 -0.9860 2.8606
H 6.7800 -2.5408 2.0014
O -3.0789 -3.0231 -2.1007
S -4.4206 -2.8817 -1.5376
O -4.8032 -3.6284 -0.3928
O -4.6025 -1.3324 -1.1714
C -4.0347 -0.3170 -2.0630
C -4.3362 0.9968 -1.3526
C -5.6552 -3.1966 -2.7304
H -4.5624 -0.3223 -3.0343
H -2.9622 -0.5670 -2.1842
H -3.8848 0.9828 -0.3580
H -5.4007 1.1537 -1.2983
H -3.9833 1.9145 -1.8637
H -5.6622 -2.4357 -3.5212
H -6.5982 -3.3011 -2.2595
H -5.3861 -4.1926 -3.1494
O -0.5363 -5.3895 0.0833
S -0.9726 -6.2005 1.2297
O 0.0554 -6.6701 2.0919
O -1.9210 -5.3393 2.1017
C -2.6353 -4.1370 1.4829
C -2.8833 -3.0594 2.5231
C -1.9618 -7.4970 0.5404
H -3.4747 -4.5176 1.0336
H -1.8894 -3.8204 0.7382
H -3.6538 -3.4379 3.2788
H -3.2560 -2.1532 2.0335
H -2.0398 -2.7452 3.0850
H -2.6734 -7.1434 -0.1751
H -2.4720 -8.0549 1.3790
H -1.3041 -8.1353 0.0584
O -3.0768 2.7780 1.7534
S -1.8069 2.3098 2.2481
O -0.6189 2.5312 1.4921
O -1.6247 3.0379 3.6140
C -2.6941 3.0418 4.5750
C -2.4873 4.3231 5.3686
C -1.9938 0.6346 2.6842
H -2.5189 2.1318 5.1979
H -3.7377 2.9163 4.1247
H -3.3849 4.6438 5.9280
H -2.2325 5.1352 4.6268
H -1.6560 4.1851 6.0362
H -2.9302 0.5184 3.2287
H -1.1289 0.2550 3.2281
H -2.1459 0.1041 1.7289
O 1.4796 -0.3502 -7.0392
S 2.0367 0.9731 -6.9539
O 2.5657 1.5606 -8.1460
O 0.8736 1.8911 -6.3650
C 0.9926 3.4064 -6.4799
C -0.3102 3.9856 -6.0387
C 3.2245 1.0260 -5.7260
H 1.0711 3.5395 -7.5758
H 1.8750 3.7113 -5.9184
H -1.1392 3.5930 -6.6457
H -0.2762 5.1308 -6.1216
H -0.5574 3.8345 -4.9896
H 2.9108 0.5337 -4.8758
H 3.5305 2.0606 -5.5232
H 4.0883 0.4516 -6.1087
C 1.8384 -2.9782 -3.0522
C 0.4969 -3.5770 -2.7030
O -0.4620 -3.6433 -3.8732
C -1.1390 -2.5479 -4.0873
O -1.0500 -1.4703 -3.6068
C -2.1287 -2.9368 -5.2933
F -3.3317 -2.2929 -5.1754
F -1.6427 -2.5535 -6.4250
F -2.3581 -4.2674 -5.3755
H 2.5078 -3.0568 -2.2284
H 1.8039 -1.8875 -3.2941
H 2.2561 -3.6223 -3.8377
H 0.0146 -2.9875 -1.9064
H 0.6622 -4.6301 -2.4994
C 0.4752 2.6605 -1.9385
C -0.4158 1.4477 -1.9680
O 0.3553 0.3486 -1.2197
C -0.3502 -0.4752 -0.5507
O -1.5757 -0.5436 -0.4513
C 0.6642 -1.3767 0.3965
F -0.0141 -2.5295 0.7337
F 1.8200 -1.7024 -0.0396
F 0.8237 -0.7105 1.5244
H 1.2107 2.6086 -2.7680
H 1.0496 2.6542 -1.0644
H -0.0361 3.6205 -2.1388
H -0.6530 1.0511 -2.9473
H -1.2991 1.6263 -1.4181
C -3.4611 6.2262 0.9894
C -2.8851 5.3203 -0.0554
O -2.8876 6.1694 -1.2484
C -2.6518 5.5214 -2.4027
O -2.1874 4.4390 -2.5440
C -3.0162 6.3915 -3.6327
F -1.9728 6.4312 -4.5445
F -4.0866 5.9237 -4.2430
F -3.2170 7.6499 -3.3450
H -2.8732 7.1573 1.1438
H -3.4136 5.7219 1.9940
H -4.4486 6.4659 0.6116
H -3.4844 4.5151 -0.3663
H -1.8466 4.9523 0.1949
C 5.7283 2.1526 1.0574
C 4.5210 1.6599 0.3430
O 5.0170 0.5987 -0.4888
C 4.3205 0.2760 -1.5530
O 3.2572 0.7429 -1.9699
C 5.1057 -0.7718 -2.3574
F 6.2706 -0.3021 -2.8612
F 5.3404 -1.8913 -1.5966
F 4.4376 -1.2285 -3.4056
H 6.4465 1.3501 1.1416
H 5.4525 2.4152 2.0734
H 6.2332 3.0261 0.5754
H 3.9056 2.4097 -0.2718
H 3.8540 1.2376 1.0450
```

Values from the calculation:
- SMILES string: CCOC(=O)C(F)(F)F.CCOC(=O)C(F)(F)F.CCOC(=O)C(F)(F)F.CCOC(=O)C(F)(F)F.CCOS(C)(=O)=O.CCOS(C)(=O)=O.CCOS(C)(=O)=O.CCOS(C)(=O)=O.CCOS(C)(=O)=O.CCOS(C)(=O)=O
- 2S+1: 1
- Energy relative to the best compared isomer or geometry (same formula, charge and spin): 43.1 kcal/mol
- Kohn-Sham gap: 10.92 eV
- HOMO: -10.668 eV


No. 4
C23H49BrN2O2OsSi2 | wB97M-V/def2-TZVPD

The geometry in XYZ format:
```
80
C23H49BrN2O2OsSi2 | OMol25 | wB97M-V/def2-TZVPD
Os 0.3426 0.1235 -1.3265
C -4.3225 1.3291 4.8137
C -4.3632 0.0193 4.0140
C -4.2578 -1.1752 4.9726
C -5.7009 -0.0647 3.2790
C -3.1798 -0.0066 3.0491
C -3.3415 -0.0371 1.6693
C -2.2158 -0.0494 0.8753
Br -2.4507 0.0144 -1.0329
C -0.9195 -0.0282 1.3828
O 0.1363 -0.0494 0.4965
C -0.7209 0.0204 2.7620
C -1.8799 0.0260 3.5421
C 0.6275 0.0870 3.4957
C 1.8579 0.0469 2.5849
C 0.7305 -1.1091 4.4557
C 0.6775 1.3991 4.2935
H -5.1623 1.3662 5.5083
H -4.3896 2.1948 4.1528
H -3.4063 1.4174 5.3990
H -5.1019 -1.1688 5.6630
H -3.3465 -1.1414 5.5704
H -4.2737 -2.1199 4.4264
H -6.5122 -0.0651 4.0063
H -5.7864 -0.9830 2.6944
H -5.8585 0.7908 2.6191
H -4.3218 -0.0386 1.2166
H -1.7522 0.0694 4.6144
H 1.8899 -0.8600 1.9813
H 2.7497 0.0589 3.2132
H 1.9066 0.9141 1.9256
H 0.6820 -2.0533 3.9100
H -0.0587 -1.1121 5.2057
H 1.6838 -1.0709 4.9844
H 0.5843 2.2627 3.6325
H 1.6309 1.4741 4.8183
H -0.1152 1.4567 5.0383
N 1.1171 -3.3062 -5.1770
C -0.0703 -2.3687 -5.0844
C 0.1556 -1.1737 -4.1648
N 0.0437 -1.4759 -2.7218
H 0.9187 -4.0775 -5.8199
H 1.3793 -3.7115 -4.2734
H 1.9477 -2.8216 -5.5256
H -0.9170 -2.9777 -4.7689
H -0.2514 -2.0249 -6.1009
H -0.5958 -0.4243 -4.4019
H 1.1164 -0.6912 -4.3519
H 0.7530 -2.1393 -2.4200
H -0.8805 -1.8451 -2.5027
C 4.1851 -1.6935 0.4159
Si 3.6780 -1.0881 -1.2767
C 5.1511 -0.4502 -2.2403
C 3.0068 -2.5989 -2.2370
C 2.4031 0.3061 -1.2194
H 5.0596 -2.3413 0.3285
H 3.4008 -2.2624 0.9193
H 4.4572 -0.8616 1.0680
H 5.9636 -1.1779 -2.2628
H 5.5422 0.4607 -1.7827
H 4.8930 -0.2038 -3.2735
H 3.8068 -3.3366 -2.3252
H 2.7230 -2.2966 -3.2511
H 2.1846 -3.1070 -1.7176
H 2.6710 0.9838 -2.0419
H 2.5793 0.8939 -0.3086
C -1.6771 3.4546 -3.1537
Si 0.1021 2.9127 -3.1591
C 0.9012 3.0047 -4.8394
C 1.1135 3.7064 -1.8075
O 0.0498 1.2252 -2.8250
H -1.7480 4.4912 -3.4943
H -2.1114 3.4182 -2.1532
H -2.2935 2.8524 -3.8222
H 1.0518 4.0512 -5.1164
H 0.2827 2.5548 -5.6173
H 1.8842 2.5300 -4.8492
H 0.8360 4.7582 -1.7053
H 2.1839 3.6687 -2.0141
H 0.9414 3.2444 -0.8314
```

Values from the calculation:
- 2S+1: 1
- Total charge: +2
- Kohn-Sham gap (spin up / spin down): 6.76 / 6.87 eV
- HOMO (spin up / spin down): -13.456 / -13.435 eV


No. 5
C36H52F2IN2O4 | wB97M-V/def2-TZVPD

The geometry in XYZ format:
```
97
C36H52F2IN2O4 | OMol25 | wB97M-V/def2-TZVPD
C 1.7725 2.1666 3.2125
C 1.4188 1.5216 2.2593
C 0.8237 0.8939 1.0719
C -0.6932 0.7213 1.3068
N -1.1530 2.0903 1.7784
C -2.5534 2.5886 1.7077
F -2.8870 2.8881 3.0049
C -3.5316 1.6443 1.0313
C -4.1095 0.7002 2.1076
N -4.6595 2.4333 0.4634
C -5.0823 3.6004 1.2427
C -5.8066 1.6528 0.1072
C -5.7581 0.8088 -1.1556
O -6.8284 1.7332 0.7400
C -2.7551 0.9833 -0.1600
C -2.3685 2.0804 -1.1599
O -1.1443 2.7535 -0.8057
C -0.5230 3.2841 -1.9749
C 0.4350 4.4288 -1.6624
O 1.7628 4.0120 -1.9019
C 2.7619 4.6020 -1.1003
C 3.4277 3.6168 -0.1299
O 3.4442 2.3040 -0.6506
C 4.3656 1.4996 0.0806
C 4.1939 0.0283 -0.2846
C -1.5516 0.0238 0.2029
C -2.1962 -1.2563 0.8448
C -1.5490 -2.6575 0.7635
C -0.7680 -2.9845 2.0314
C -1.4340 -3.6538 3.0575
C -0.8064 -3.9844 4.2491
C 0.5284 -3.6457 4.4445
C 1.2033 -2.9707 3.4401
C 0.5662 -2.6414 2.2511
C -0.8147 -0.3072 -1.1259
I -2.2398 -1.2605 -2.5064
C 0.5048 -1.1093 -1.1246
C 0.8750 -1.8590 -2.4092
H 2.1229 2.4652 4.1753
H 1.2368 -0.1127 1.0456
H 1.0697 1.4275 0.1529
H -0.7131 0.0797 2.1881
H -0.5668 2.7782 1.2985
H -0.8817 2.1594 2.7642
H -2.5308 3.5340 1.1680
H -3.3627 0.3907 2.8424
H -4.5133 -0.2143 1.6804
H -4.9030 1.1921 2.6654
H -4.3149 4.3742 1.2578
H -5.9564 4.0457 0.7764
H -5.3559 3.3825 2.2791
H -5.1124 1.2871 -1.8932
H -6.7689 0.7803 -1.5506
H -5.4059 -0.1971 -0.9287
H -3.4971 0.3917 -0.6830
H -2.2333 1.6112 -2.1373
H -3.1537 2.8238 -1.2914
H 0.0685 2.5098 -2.4795
H -1.2836 3.6178 -2.6849
H 0.2033 5.2764 -2.3149
H 0.2750 4.7521 -0.6270
H 2.3661 5.4329 -0.5095
H 3.5353 5.0160 -1.7506
H 4.4589 3.9493 0.0392
H 2.9205 3.6413 0.8428
H 4.1729 1.6364 1.1512
H 5.3890 1.8340 -0.1188
H 3.5128 -0.4536 0.4200
H 5.1486 -0.4893 -0.2367
H 3.7701 -0.0560 -1.2853
H -3.2050 -1.3424 0.4456
H -2.3495 -1.0992 1.9098
H -2.3801 -3.3661 0.7667
H -0.9976 -2.8915 -0.1412
H -2.4731 -3.9363 2.9234
H -1.3454 -4.5208 5.0184
H 1.0110 -3.9285 5.3698
H 2.2462 -2.7216 3.5936
H 1.1426 -2.1196 1.4986
H -0.5638 0.5917 -1.6763
H 1.3120 -0.3863 -0.9967
H 0.6030 -1.8064 -0.3012
H 0.3840 -2.8256 -2.4960
H 1.9458 -2.0763 -2.3377
H 0.7514 -1.2492 -3.3024
F 4.5128 -3.4756 -1.2312
C 4.6429 -4.3227 -2.2793
C 4.4466 -3.8411 -3.5563
C 4.5899 -4.7123 -4.6268
C 4.9194 -6.0422 -4.4059
C 5.1100 -6.5029 -3.1098
C 4.9751 -5.6390 -2.0325
H 4.1882 -2.8009 -3.7071
H 4.4446 -4.3495 -5.6354
H 5.0290 -6.7184 -5.2428
H 5.3659 -7.5390 -2.9347
H 5.1268 -5.9746 -1.0154
```

Values from the calculation:
- 2S+1: 1
- Energy relative to the best compared isomer or geometry (same formula, charge and spin): 0.0 kcal/mol
- Total charge: +1
- Kohn-Sham gap: 8.73 eV
- HOMO: -10.924 eV


No. 6
C5H5N | wB97M-V/def2-TZVPD

The geometry in XYZ format:
```
11
C5H5N | OMol25 | wB97M-V/def2-TZVPD
C -0.2187 1.1951 0.0890
C -1.2853 0.3307 0.2287
C -0.8839 -0.9955 -0.0755
N 0.2433 -1.5679 0.3566
C 1.2643 -0.7244 0.2355
C 0.9751 0.5368 -0.2932
H -0.2442 2.2905 0.2193
H -2.3305 0.5709 0.4567
H -1.4671 -1.5992 -0.7468
H 2.2867 -1.0370 0.4934
H 1.6603 1.0000 -0.9635
```

Values from the calculation:
- SMILES string: c1ccncc1
- 2S+1: 1
- Energy relative to the best compared isomer or geometry (same formula, charge and spin): 55.0 kcal/mol
- Kohn-Sham gap: 8.60 eV
- HOMO: -8.340 eV


No. 7
C18H13FN2OS | wB97M-V/def2-TZVPD

The geometry in XYZ format:
```
36
C18H13FN2OS | OMol25 | wB97M-V/def2-TZVPD
F -0.5868 3.5892 -1.3387
C 0.8870 -2.2398 3.2209
C 0.7074 -1.5169 2.2327
N 0.0770 -4.1019 4.4733
N 1.1456 -0.0662 -1.1587
O -0.9941 4.8674 -3.7047
S 1.5831 -4.1946 6.6661
C 0.2358 -4.7556 5.6171
C 1.0138 -3.1109 4.3690
C 1.9174 -3.0160 5.4035
C 1.3371 -0.7720 -0.0325
C 0.1269 0.8324 -1.1931
C -0.7729 0.9736 -0.1128
C -0.2155 1.4225 -4.8656
C -0.5727 0.2379 1.0889
C -0.4932 2.7606 -4.9086
C 0.0016 0.8014 -3.6453
C -0.4263 2.9100 -2.4922
C 0.4988 -0.6574 1.1043
C -0.6389 3.5294 -3.7272
C -0.0800 1.5516 -2.4524
C -0.7962 5.6621 -4.9148
C -0.6602 -5.9214 6.0162
H 2.6792 -2.2621 5.4434
H 2.1726 -1.4644 -0.0474
H -1.6132 1.6302 -0.2445
H -0.1280 0.8977 -5.8061
H -1.2621 0.3285 1.8945
H -0.6070 3.2670 -5.8621
H 0.2965 -0.2274 -3.6565
H 0.2438 5.5383 -5.2888
H -1.5366 5.3577 -5.6603
H -0.9664 6.7201 -4.6703
H -1.6506 -5.5441 6.2446
H -0.2478 -6.4605 6.8636
H -0.6749 -6.5662 5.1442
```

Values from the calculation:
- SMILES string: COc1cccc(-c2ccc(C#Cc3csc(C)n3)cn2)c1F
- 2S+1: 1
- Energy relative to the best compared isomer or geometry (same formula, charge and spin): 2.3 kcal/mol
- Kohn-Sham gap: 8.62 eV
- HOMO: -8.379 eV


No. 8
C5H33N2O9 | wB97M-V/def2-TZVPD

The geometry in XYZ format:
```
49
C5H33N2O9 | OMol25 | wB97M-V/def2-TZVPD
C -1.7370 -2.2301 0.9093
C -1.0364 -2.2253 -0.4134
C 0.4437 -1.9048 -0.3178
C 0.9704 -1.3259 -1.6630
C 0.7391 0.1784 -1.6081
N 1.8744 0.8809 -0.9118
N -0.9399 -2.8601 1.9994
H -1.8944 -1.2545 1.3786
H -2.7550 -2.6242 0.9352
H -1.2545 -3.0691 -1.0774
H -1.5333 -1.5109 -1.0849
H 1.0886 -2.7146 0.0355
H 0.6769 -1.2528 0.5280
H 2.0283 -1.5590 -1.5253
H 0.6603 -1.8866 -2.5374
H 0.5064 0.6737 -2.5359
H -0.1428 0.3248 -0.9893
H 1.6744 1.8707 -0.7221
H 2.2354 0.3612 -0.0934
H 2.6251 0.9801 -1.5946
H -0.5338 -3.7189 1.6409
H -1.4775 -3.1456 2.8103
H -2.3810 2.6335 2.1869
H -2.5143 3.6622 3.2208
O -1.8308 3.0998 2.8143
H -3.1297 1.7033 -0.4443
H -4.1708 1.2689 0.6699
O -3.3180 1.7446 0.5270
H 1.4229 1.5588 2.4436
H 2.8779 2.0390 2.1443
O 2.1721 1.4461 1.8147
H 0.8150 -1.7032 2.8068
H 1.8775 -0.6350 3.1422
O 1.7665 -1.4874 2.6877
H -1.8816 0.2448 -3.2361
H -2.2115 1.6940 -3.5799
O -1.5649 1.1664 -3.0886
H 2.7880 -1.7840 0.8360
H 4.1679 -1.2456 0.6328
O 3.2917 -1.1891 0.2663
H 1.2486 3.3175 3.8170
H -0.2748 2.9234 3.6014
O 0.6427 2.5952 3.6068
H 2.3330 3.9866 -2.7812
H 1.1540 2.9440 -3.1566
O 1.8667 3.1614 -2.5631
H -1.9455 -1.5193 -4.3898
H -2.8210 -2.2651 -3.4352
O -2.5988 -1.3482 -3.7061
```

Values from the calculation:
- 2S+1: 1
- Energy relative to the best compared isomer or geometry (same formula, charge and spin): 39.2 kcal/mol
- Total charge: +1
- Kohn-Sham gap: 9.69 eV
- HOMO: -11.953 eV


For each record above, in turn, the calculated energy values are -286.44365, -1509.35431, -6879.99745, -4408.95877, -2310.48581, -248.18735, -1376.44192, -996.75955 Ha.